Below is a 2-piece molecular cluster, C7H21BBrN2OP overall, with properties calculated with ωB97M-V/def2-TZVPD.

The geometry in XYZ format:
```
34
Properties=species:S:1:pos:R:3:mulliken_charge:R:1
C -0.963 0.941 -1.121 -0.919
C 0.373 0.342 -1.535 -0.309
C 1.605 1.091 -1.017 -0.202
Br 1.797 2.833 -1.887 -0.121
B 1.623 1.121 0.544 -0.749
C 2.065 -0.226 1.217 -0.321
C 1.354 -0.639 2.509 -0.953
C -0.148 -0.778 2.326 -0.116
N -0.532 -1.865 1.411 -0.600
P 1.110 2.674 1.613 0.385
N -0.022 3.650 1.108 -0.784
H -1.756 0.239 -1.375 0.176
H -1.024 1.129 -0.050 0.219
H -1.169 1.866 -1.656 0.390
H 0.431 0.273 -2.620 0.501
H 0.446 -0.676 -1.147 0.177
H 2.494 0.544 -1.334 0.446
H 3.146 -0.128 1.380 0.368
H 1.962 -1.015 0.467 0.313
H 1.573 0.082 3.296 0.416
H 1.751 -1.594 2.864 0.388
H -0.569 0.163 1.962 0.033
H -0.600 -0.965 3.301 0.355
H -1.015 -1.517 0.597 0.212
H 0.273 -2.383 1.092 0.296
H 2.354 3.279 1.909 0.050
H 0.811 2.150 2.881 0.025
H -0.295 3.436 0.158 0.317
C -2.848 -2.323 -3.181 -0.618
O -2.353 -2.130 -1.859 -0.415
H -2.100 -1.920 -3.860 0.208
H -2.990 -3.382 -3.407 0.276
H -3.788 -1.790 -3.342 0.287
H -2.998 -2.482 -1.242 0.266
```

Computed properties:
Strongest force on any atom, eV/A: 0.76
LUMO energy, eV: -0.3
Structure (SMILES): CC[C@@H](Br)B(CCCN)[PH2]=N.CO
Net charge: 0
E_HOMO, Ha: -0.3085
DFT total energy, eV: -92633.3047